# 1
Formula: C31H41BrF2NO11
Source: OMol25
Level of theory: ωB97M-V with the def2-TZVPD basis set

Computed properties:
HOMO-LUMO gap: 7.0 eV
energy: -132303.911 eV
LUMO level: 1.7 eV
net charge: -1
highest occupied orbital energy: -5.39 eV

Structure (XYZ):
```
87
Properties=species:S:1:pos:R:3:forces:R:3:lowdin_charge:R:1
C 1.127816 -0.870968 4.767679 -0.3156 -0.8414 -0.0999 -0.1074
C 0.378694 -1.203359 3.455025 0.2574 1.4779 0.7983 -0.2384
C 0.618885 -0.088270 2.426470 0.0771 -0.8244 -0.4632 -0.2132
C 0.305698 -0.519462 0.976343 -0.1678 0.2009 0.9864 -0.1635
C -1.226593 -0.589776 0.797785 0.6980 1.9376 0.3623 -0.1228
C -1.825183 -0.366120 -0.596048 -1.7805 -3.2296 -0.4858 -0.2946
C -3.378257 -0.310789 -0.550743 -0.0137 0.2277 1.6327 -0.1372
C -3.996055 -1.245834 0.522352 -0.3800 -0.2117 -1.1747 -0.2432
C -5.386767 -1.672040 0.021191 0.4159 0.2388 0.1525 -0.1117
C -1.576012 -1.745464 -1.336575 2.1193 0.1628 -0.8792 -0.0386
C -0.779659 -1.436579 -2.652817 -2.2695 -0.2167 -0.0622 -0.2415
C 0.201363 -2.476250 -3.186757 0.2473 0.7161 0.2042 -0.2052
C 1.663700 -2.349219 -2.741765 -0.0219 -1.2098 -1.3316 -0.6584
C 2.600857 -2.930660 -3.834225 0.1414 0.3773 0.2667 -0.1362
Br 1.900778 -3.476435 -1.132417 0.0980 0.4639 0.3201 0.6691
C -0.244766 -0.067597 -2.356153 1.1196 -1.0906 -0.3304 -0.1652
C 0.511942 0.673450 -3.497528 0.5044 1.0118 -1.0160 -0.6654
O 1.578416 1.240047 -3.130388 -0.2323 -0.2037 0.6693 -0.0605
O 0.089272 0.619118 -4.659945 -0.3635 -0.3940 0.0595 -0.0012
N -1.285557 0.666730 -1.546417 2.0952 0.6227 -0.3779 0.0310
C -0.533792 1.873365 -1.069698 -0.3849 0.6346 0.8988 -0.0434
C -1.005253 2.538808 0.213842 0.3048 0.1122 0.4259 -0.3088
O -2.118189 2.517647 0.661875 -0.4506 -0.4151 0.1458 0.1270
C 0.074865 3.249631 0.991793 0.5851 0.2769 -0.3626 -0.1431
C 0.023483 3.326759 2.379919 -0.0150 0.1652 -0.1522 -0.0402
C 1.048939 3.953481 3.076401 -0.0009 -0.1415 -0.0219 -0.0780
C 2.135637 4.497212 2.401328 0.1761 0.1805 -0.2697 -0.0898
C 2.195860 4.451035 1.012197 -0.6334 -0.4384 0.0024 -0.0681
C 1.163714 3.819242 0.325450 -0.0499 -0.0869 -0.0684 -0.0188
C -2.401782 1.274407 -2.508002 -3.0250 0.6226 -1.5485 -0.6621
O -2.587006 0.685974 -3.557174 0.8453 -0.8243 0.4181 0.0764
O -3.004605 2.234693 -2.040176 1.0710 0.1560 0.7867 0.0403
H 2.084539 -0.384214 4.592683 0.0216 0.0683 0.0115 0.0692
H 1.321760 -1.803470 5.295769 0.1219 0.0585 0.1456 0.0407
H 0.516944 -0.275727 5.445582 0.0933 0.2766 -0.0945 0.0728
H 0.684041 -2.186953 3.103877 -0.1449 -0.0187 -0.2394 0.1054
H -0.679388 -1.159979 3.720062 -0.1464 -0.6752 -0.2838 0.1035
H 1.663144 0.227804 2.472168 0.0307 0.0497 0.0644 0.1116
H -0.009719 0.760271 2.690572 0.1616 0.1476 0.0422 0.0839
H 0.827523 0.184487 0.333978 -0.1975 -0.0976 -0.2731 0.0971
H 0.751587 -1.507713 0.857339 0.0808 0.0539 -0.4257 0.0684
H -1.531420 -1.543717 1.210440 -0.3081 -0.1584 -0.3803 0.1103
H -1.657388 0.153970 1.478064 -0.0054 0.0610 -0.0430 0.1118
H -3.727465 0.689263 -0.300628 0.0283 0.1410 -0.3856 0.1151
H -3.796148 -0.657536 -1.490592 0.2019 0.4803 -0.3607 0.1116
H -3.422759 -2.169384 0.602245 0.1830 0.0764 0.3723 0.0960
H -4.086837 -0.729140 1.475214 0.2212 -0.1901 0.1815 0.1087
H -5.864488 -2.345415 0.732139 -0.2569 0.1352 0.0076 0.0632
H -5.985535 -0.782990 -0.178368 -0.2720 -0.0978 0.1604 0.0766
H -5.284927 -2.196300 -0.929980 0.0025 -0.0878 -0.0074 0.0698
H -0.902428 -2.378280 -0.755008 -0.3279 -0.0755 0.3325 0.0885
H -2.469919 -2.298987 -1.604211 -0.2040 0.0599 0.3179 0.1207
H -1.562327 -1.407340 -3.410078 0.2140 0.5521 -0.2237 0.1343
H -0.180500 -3.479665 -2.995430 0.0891 -0.0687 0.1161 0.1066
H 0.201066 -2.370954 -4.272242 0.0666 0.2150 -0.0322 0.1132
H 1.983583 -1.323974 -2.587366 -0.1362 -0.0280 0.6717 0.0796
H 3.247107 -2.134347 -4.203929 0.0377 0.0138 -0.0144 0.0793
H 2.042176 -3.297325 -4.692226 -0.0788 -0.1828 0.0766 0.0697
H 3.233107 -3.717108 -3.433813 0.0355 -0.0842 -0.1321 0.0332
H 0.589337 -0.284525 -1.683817 -0.2826 0.4084 0.5068 0.1207
H 0.532284 1.699252 -0.978777 -0.0378 -0.5444 -0.1534 0.1042
H -0.610322 2.624336 -1.854977 -0.1012 0.0080 -0.0628 0.1577
H -0.813985 2.877860 2.896394 -0.0506 0.0694 0.0407 0.1141
H 1.014153 3.987554 4.157441 0.0107 0.0211 0.0191 0.1001
H 2.951133 4.963170 2.939787 -0.0670 -0.0103 0.1450 0.0975
H 3.018253 4.849208 0.436217 0.1254 0.1286 0.1897 0.1025
H 1.201933 3.753960 -0.755591 0.1229 0.0429 -0.0098 0.1191
C 1.854990 -4.565035 8.007414 -0.3529 -0.0823 -0.0250 -0.0547
C 2.956333 -4.387939 9.025465 0.2742 -0.1843 -0.2438 -0.3207
O 3.788197 -3.425032 8.411513 -0.3661 0.1301 0.1767 0.1314
C 2.987797 -2.658679 7.606255 0.0745 0.1347 -0.2177 -0.5403
O 3.296172 -1.614352 7.150480 0.0863 -0.0234 0.0418 0.1916
O 1.788225 -3.267265 7.413697 0.1673 -0.1014 0.2044 0.0612
F 3.660975 -5.532871 9.209994 0.0193 0.0492 0.0479 0.0710
H 2.119065 -5.301801 7.247434 0.1630 -0.0283 0.0824 0.1460
H 0.902366 -4.838848 8.453639 -0.0687 0.2021 -0.0512 0.1389
H 2.621450 -4.013339 9.994542 0.0640 -0.1132 0.0667 0.1720
C -0.340873 2.982484 -7.093664 -0.3249 -0.1487 0.3032 -0.0394
C 0.936715 3.722989 -6.783532 0.2203 -0.4685 -0.0770 -0.3148
O 1.231392 4.354643 -8.029201 -0.3192 0.2624 0.1906 0.1212
C 0.043216 4.562187 -8.658722 -0.0509 -0.0154 -0.1740 -0.5714
O -0.105124 5.291428 -9.586394 0.0402 -0.0166 -0.0659 0.1517
O -0.940508 3.838866 -8.087170 0.2497 0.0376 0.0820 0.0689
F 1.948038 2.893032 -6.466964 0.0925 0.1159 -0.1040 0.0860
H -0.150836 2.000901 -7.524964 0.1770 0.0094 0.0545 0.1456
H -0.987364 2.865792 -6.228537 -0.1051 0.0584 -0.0881 0.1395
H 0.841218 4.483968 -6.007048 0.0766 -0.0238 0.0313 0.1728
```
Forces are in eV/Å.


# 2
Formula: Ca3H8N4O16
Source: OMol25
Level of theory: ωB97M-V with the def2-TZVPD basis set

Computed properties:
HOMO-LUMO gap (alpha / beta): 3.7 / 8.0 eV
multiplicity: 2
energy: -94151.791 eV
LUMO level (alpha / beta): -4.1 / -4.2 eV
⟨S²⟩: 0.750
net charge: +1
highest occupied orbital energy (alpha / beta): -7.82 / -12.12 eV

Structure (XYZ):
```
31
Properties=species:S:1:pos:R:3:forces:R:3:lowdin_charge:R:1
Ca -3.064747 0.854957 2.472876 -0.1388 -0.3102 -1.3800 1.1803
Ca -1.971857 -2.911603 -1.377194 1.3667 1.7252 -0.3022 1.6619
Ca 2.673363 -0.484993 -1.094564 -2.0403 -1.2953 -1.2621 1.6768
N -0.413557 0.081447 -0.054464 -2.2678 0.8241 1.3519 -0.5224
O -1.248257 0.760807 0.604186 1.5198 0.2324 -0.6450 -0.0935
O 0.653233 0.543157 -0.487204 1.2231 1.0819 0.2596 -0.1463
O -0.657377 -1.080433 -0.253364 -0.2371 -2.5774 -0.3882 -0.0709
N -4.007057 0.029707 -0.827274 -1.0266 2.6039 0.1879 -0.6415
O -3.487097 -0.960623 -1.268514 2.2131 -4.5208 -1.5277 -0.1296
O -4.404517 0.896277 -1.545394 -0.4974 0.9979 -1.0276 0.1058
O -4.122237 0.147017 0.398716 0.0448 0.0823 3.2429 -0.2349
N -0.010047 -1.318993 -3.641534 3.3042 3.6739 -2.1832 -0.5997
O 0.984813 -1.100763 -2.925814 2.1090 0.4318 1.5185 -0.1483
O -0.042407 -0.792723 -4.745684 -0.7758 -0.9104 0.2042 0.0829
O -0.886127 -1.971363 -3.164524 -4.3047 -2.9882 1.3003 -0.1444
N 1.412913 -3.747503 -0.645374 -1.1465 -3.9520 2.0015 -0.6221
O 1.776383 -4.664433 0.075276 1.1747 0.4825 0.2409 0.0687
O 0.212483 -3.735363 -0.916834 -3.5028 0.8678 -1.0044 -0.1757
O 2.148323 -2.942413 -1.145064 2.9307 3.4033 -0.8261 -0.0988
O 3.377893 1.326867 0.195646 0.4388 -0.5673 -0.4057 -0.1313
H 4.203333 1.751607 0.429046 0.4450 0.1497 -0.1129 0.0889
H 2.754893 1.635117 0.853736 -1.0218 0.3430 0.5679 0.0168
O -0.919477 0.660827 3.513126 0.0808 0.2260 -0.3511 -0.2061
H -0.316277 -0.080043 3.572236 0.1080 -0.8289 0.0368 0.0646
H -0.608837 1.276757 4.176726 -0.2017 0.5117 0.7351 0.0557
O 0.507453 3.461347 -0.089944 0.0533 0.5934 -0.3999 -0.0553
H 0.864383 3.248477 0.772336 -0.1621 -0.0484 0.1589 -0.0303
H 0.729023 2.705987 -0.634534 -0.1804 -0.1516 -0.0989 -0.0058
O 1.313373 2.230217 2.206066 0.8474 -0.1836 -0.0127 -0.0363
H 0.706803 1.614207 2.616976 -0.5788 -0.2392 -0.1970 0.0108
H 1.841213 2.566477 2.930316 0.2232 0.3426 0.3182 0.0802
```
Forces are in eV/Å.


# 3
Formula: C21H26Cl3IN4NiO3
Source: OMol25
Level of theory: ωB97M-V with the def2-TZVPD basis set

Computed properties:
HOMO-LUMO gap: 7.1 eV
energy: -121012.234 eV
LUMO level: -0.7 eV
relative energy (zero: lowest compared OMol25 entry of this formula, charge and spin): 1.7832 eV
highest occupied orbital energy: -7.80 eV

Structure (XYZ):
```
59
Properties=species:S:1:pos:R:3:forces:R:3:lowdin_charge:R:1
Ni -0.698031 -1.460375 -0.467917 0.0095 -0.0158 0.0519 0.1028
Cl -2.199025 -1.995635 1.000350 -0.0030 0.0009 -0.0370 0.1877
C -2.028213 -1.843736 -1.767110 -0.0841 0.0477 -0.0190 -0.3748
Cl -2.147420 -0.461064 -3.195323 0.0450 -0.0503 0.0753 0.8033
H -3.067083 -1.812990 -1.452398 0.0074 -0.0058 0.0013 -0.0198
H -1.879916 -2.695363 -2.439007 0.0527 -0.0018 0.0026 0.0186
Cl 0.472505 -7.569821 2.577412 -0.0006 0.0022 0.0001 0.6458
C 0.610139 -5.844719 2.381772 0.0025 0.0042 0.0006 -0.6676
C 0.573673 -5.027646 3.500023 -0.0022 -0.0010 0.0022 -0.0949
C 0.691079 -3.657477 3.335109 0.0077 0.0136 -0.0088 -0.0095
C 0.818448 -3.102235 2.068134 0.0140 -0.0051 0.0220 -0.1637
C 0.856714 -3.942476 0.964287 0.0053 -0.0135 -0.0278 -0.0448
C 0.760949 -5.317487 1.110887 -0.0073 0.0003 0.0011 -0.1030
C 0.948942 -1.604152 1.938344 -0.0450 -0.0269 0.0829 -0.5975
O 1.384633 -0.956150 2.876850 -0.0114 -0.0192 -0.0191 0.0554
O 0.631021 -1.075572 0.798108 0.0956 0.0414 -0.1023 -0.1748
H 0.458037 -5.463999 4.482472 -0.0009 -0.0001 -0.0007 0.1039
H 0.682657 -2.993640 4.188893 -0.0014 -0.0054 0.0037 0.1217
H 0.976082 -3.520436 -0.026563 -0.0021 0.0173 0.0084 0.0979
H 0.799267 -5.976769 0.254634 0.0004 -0.0014 0.0009 0.1014
C -0.679913 1.453817 1.981731 -0.0032 -0.0262 -0.0217 -0.1566
C -0.948709 2.435180 3.148366 -0.0039 0.0042 0.0045 -0.1420
N -1.660857 3.623684 2.664086 0.0162 -0.0044 0.0075 -0.1623
C -2.871127 3.187244 1.972185 -0.0121 0.0039 -0.0009 -0.1556
C -2.495859 2.352777 0.720096 0.0070 0.0082 -0.0161 -0.1783
N -1.051294 2.085695 0.698566 -0.0417 0.0321 -0.0024 -0.1678
C -0.342891 3.367590 0.589293 0.0280 -0.0078 0.0121 -0.1709
C -0.802639 4.331082 1.716041 -0.0080 -0.0030 0.0012 -0.1596
H -1.259127 0.535281 2.078481 -0.0101 0.0016 -0.0029 0.0848
H 0.363678 1.151510 1.942875 0.0276 -0.0066 -0.0048 0.0950
H -0.016409 2.765195 3.610335 0.0007 0.0031 -0.0012 0.1176
H -1.550552 1.966105 3.928224 0.0036 -0.0041 -0.0002 0.1168
H -3.457713 4.067301 1.698658 0.0023 0.0007 -0.0001 0.1126
H -3.465554 2.597501 2.671978 -0.0003 -0.0016 0.0002 0.1174
H -2.753054 2.901078 -0.193787 -0.0059 -0.0173 0.0035 0.0935
H -3.018696 1.392417 0.710014 -0.0067 0.0040 0.0080 0.1094
H -0.532474 3.794610 -0.398977 -0.0065 0.0008 -0.0029 0.0711
H 0.728499 3.160830 0.663952 -0.0096 -0.0020 -0.0051 0.1140
H -1.369182 5.171965 1.308618 0.0046 0.0004 -0.0012 0.1133
H 0.051857 4.740840 2.257999 -0.0035 -0.0034 0.0009 0.1131
N 4.451618 1.654547 -3.916722 0.0362 0.0428 -0.0123 0.1787
C 3.547691 0.776740 -4.420234 -0.0230 -0.0151 -0.0039 -0.4959
O 3.521051 0.440350 -5.584920 0.0032 0.0073 0.0096 0.0784
C 2.536536 0.239698 -3.441264 -0.0340 -0.0652 0.0225 -0.1152
C 1.969298 -0.999689 -3.710719 0.0310 0.0582 0.0056 0.0263
C 1.025927 -1.501157 -2.839779 -0.0301 -0.0651 -0.0183 -0.0956
N 0.628542 -0.839044 -1.748873 -0.0372 0.0147 0.0082 -0.0214
C 1.176081 0.349367 -1.479262 0.0116 -0.0058 0.0319 -0.0895
C 2.126372 0.921584 -2.306776 0.0128 0.0429 0.0189 0.0085
H 5.180404 1.962978 -4.538639 0.0053 0.0022 0.0071 0.1172
H 4.602748 1.746761 -2.928265 -0.0168 -0.0154 -0.0006 0.1013
H 2.265890 -1.547004 -4.593804 -0.0038 -0.0110 0.0061 0.1276
H 0.568781 -2.467866 -3.007316 -0.0255 0.0116 -0.0084 0.1208
H 0.833070 0.829123 -0.571221 -0.0141 0.0288 -0.0246 0.1030
H 2.503746 1.903944 -2.055624 0.0245 -0.0093 -0.0341 0.1197
I -1.478263 2.668890 -3.311919 -0.0007 0.0039 0.0003 0.8632
C -2.191310 1.033121 -2.194507 0.0025 0.0168 -0.0417 -0.9717
H -3.226634 1.194999 -1.923546 0.0005 0.0021 0.0031 0.0188
H -1.554017 0.872682 -1.324302 -0.0026 -0.0084 0.0138 -0.0279
```
Forces are in eV/Å.